[1]
The following is a quantum chemistry calculation of C21H23ClN6O9SeV as an isolated structure, from OMol25.

Structure (XYZ):
```
62
Properties=species:S:1:pos:R:3:forces:R:3
V 0.0680 -0.3064 -0.3627 -1.015 -1.993 1.324
C -4.3313 -1.3912 1.0423 0.033 -0.072 -0.067
N -3.7187 -0.3321 1.8469 0.030 -0.169 -0.145
C -4.1598 -0.1441 3.2239 0.089 0.102 0.063
C -2.6308 0.2599 1.3639 -0.162 0.187 -0.117
O -2.1673 -0.0151 0.2451 0.348 -0.024 0.441
C -2.0276 1.3831 2.2010 0.168 -0.113 -0.049
O -0.8245 1.8622 1.6433 0.022 -0.017 -0.035
C -0.8740 2.9495 0.7732 0.039 -0.213 0.064
C -0.5148 2.5273 -0.6531 -0.336 0.183 0.281
O -0.2645 1.3133 -0.8602 -0.482 5.438 -1.487
N -0.4702 3.4357 -1.6043 0.160 -0.334 0.015
C -0.1117 3.0796 -2.9747 0.070 -0.095 -0.227
C -0.7074 4.8524 -1.3680 -0.119 0.165 0.072
H -5.3289 -1.5965 1.4201 0.006 0.055 0.054
H -3.7282 -2.2977 1.0662 -0.001 0.003 0.018
H -4.4020 -1.0620 0.0081 0.015 -0.005 0.005
H -5.0917 -0.6811 3.3644 -0.023 0.017 -0.004
H -4.3386 0.9085 3.4465 -0.014 -0.024 -0.003
H -3.4265 -0.5387 3.9305 -0.029 -0.010 0.000
H -1.7663 1.0066 3.1885 -0.091 0.045 0.047
H -2.7620 2.1889 2.3034 -0.014 -0.010 0.069
H -0.1276 3.6711 1.1177 -0.052 0.088 -0.048
H -1.8546 3.4356 0.7678 0.008 0.035 -0.024
H -0.1292 2.0037 -3.1124 -0.043 -0.084 0.041
H 0.8899 3.4507 -3.2029 -0.039 0.061 0.046
H -0.8208 3.5416 -3.6607 -0.011 0.014 0.045
H -0.6343 5.1074 -0.3147 0.015 -0.009 -0.065
H -1.6927 5.1437 -1.7347 0.006 -0.044 -0.018
H 0.0441 5.4201 -1.9138 0.010 0.005 0.022
O 1.7916 -1.8866 2.6198 0.196 -0.084 0.017
Cl 0.8500 -1.2212 1.8226 0.689 -1.006 2.767
O -0.4080 -1.0782 2.4648 -0.266 0.032 0.202
O 1.3352 0.0909 1.4157 -0.037 0.593 -0.579
O 0.6552 -1.9300 0.5587 0.182 -1.283 0.058
O -1.7857 -2.7957 -0.2724 -0.015 -0.218 -0.195
C -1.5148 -2.4233 -1.3851 -0.275 -0.073 0.129
N -0.7986 -1.2503 -1.6823 -0.778 -1.134 -1.554
C -0.7523 -1.0653 -3.0557 0.259 0.173 -0.121
O -0.1995 -0.1286 -3.6020 -0.075 -0.126 -0.037
C -1.4546 -2.2070 -3.6990 -0.127 -0.271 0.164
C -1.6721 -2.5091 -5.0276 0.023 0.064 -0.005
C -2.3285 -3.7040 -5.3129 0.085 0.094 -0.116
C -2.7444 -4.5575 -4.2981 -0.008 -0.054 0.120
C -2.5280 -4.2413 -2.9588 -0.021 -0.033 0.048
C -1.8826 -3.0549 -2.6836 0.060 0.141 -0.275
H -1.3426 -1.8411 -5.8127 0.006 -0.019 -0.006
H -2.5060 -3.9763 -6.3451 -0.030 -0.012 0.015
H -3.2403 -5.4849 -4.5527 -0.007 0.011 -0.013
H -2.8413 -4.9016 -2.1609 -0.026 0.007 -0.008
Se 2.6505 -3.3117 -3.4799 -0.051 -0.192 -0.016
N 3.7432 -1.9994 -3.8388 0.403 0.241 -0.148
C 3.4244 -0.9975 -3.0379 -0.623 -0.267 0.195
C 4.0980 0.2377 -2.9644 0.092 0.341 0.154
C 3.6659 1.1291 -2.0276 0.451 0.025 -0.319
C 2.5444 0.8414 -1.2300 -0.464 -0.450 0.065
N 1.8216 -0.2615 -1.3046 1.660 0.261 -0.763
C 2.2865 -1.2349 -2.1602 0.607 -0.309 -0.411
N 1.7725 -2.4452 -2.2401 -0.486 0.275 0.309
H 4.9378 0.4393 -3.6154 0.006 -0.006 0.009
H 4.1760 2.0721 -1.8929 -0.047 0.022 0.044
H 2.2161 1.5609 -0.4913 0.027 0.075 -0.049
```
Positions in Å, forces in eV/Å.

The calculation puts the LUMO energy (spin up / spin down) at -4.01 / -4.09 eV. As for the HOMO energy (spin up / spin down): -11.509 / -11.869 eV. As for the expectation value of S²: 2.0124. For the energy relative to the best compared isomer or geometry (same formula, charge and spin), the calculation gives 2.143 eV. Its spin multiplicity is 3. The orbital gap (spin up / spin down) comes out at 7.494 / 7.778 eV. Its total charge is +1.

---

[2]
The following is a quantum chemistry calculation of a 4-piece molecular cluster, C21H23F3N4O3P overall, from OMol25.

Structure (XYZ):
```
55
Properties=species:S:1:pos:R:3:forces:R:3
N 3.1987 -4.0371 2.5216 -0.949 -0.942 0.668
C 2.7530 -2.8408 2.0921 0.817 3.992 -1.555
N 3.6936 -1.7811 1.7536 -6.795 0.633 -0.596
C 2.7688 -0.7638 1.3496 0.191 -2.095 0.200
N 1.3996 -1.1533 1.4063 3.829 0.932 -0.010
N 1.3926 -2.4184 1.8706 3.316 -2.978 1.546
C 0.2939 -3.3814 2.1269 -0.897 -0.172 -1.346
P -1.2645 -2.6311 2.8693 -4.343 -0.670 4.793
O -1.4285 -2.9086 4.3696 1.470 0.664 -4.238
O -1.4560 -0.9760 2.5769 0.210 -2.690 -1.142
O -2.6073 -3.4118 2.1215 3.523 2.235 -0.507
H 3.8700 -4.6242 2.0079 -0.380 1.013 0.356
H 2.8073 -4.4548 3.3754 0.222 0.268 -0.821
H 3.0746 0.2594 0.9675 -0.590 -1.471 0.610
H 0.5652 -0.6104 1.1425 0.314 -0.419 0.447
H 0.6179 -4.2186 2.8377 -0.384 1.593 -0.894
H 0.0267 -3.8877 1.1341 0.250 0.711 1.284
H -2.3213 -0.8631 2.1113 0.727 0.131 0.421
H -2.5002 -3.1875 1.1612 -0.663 -0.522 0.464
F 3.0200 2.8824 -0.0412 -0.104 -0.323 -0.239
C 3.3363 3.6905 0.9887 0.315 0.701 0.901
C 2.7047 4.9173 1.1134 -0.159 -0.064 -0.218
C 3.0282 5.7470 2.1812 0.194 -0.246 0.060
C 3.9873 5.3459 3.1068 -0.015 0.050 0.018
C 4.6188 4.1146 2.9699 -0.190 0.124 -0.095
C 4.2885 3.2789 1.9087 -0.062 -0.205 -0.144
H 1.9664 5.2172 0.3787 0.031 -0.021 0.021
H 2.5342 6.7055 2.2916 0.035 -0.093 -0.054
H 4.2418 5.9960 3.9367 -0.017 -0.070 -0.088
H 5.3685 3.8051 3.6894 -0.070 -0.002 -0.083
H 4.7650 2.3120 1.7926 0.048 0.061 -0.038
F -1.4270 1.0898 -0.3959 0.011 -0.294 0.295
C -1.1431 1.9437 -1.4032 0.209 0.709 -0.827
C -1.8967 1.9006 -2.5643 -0.156 -0.219 0.083
C -1.6058 2.7837 -3.5986 0.257 0.085 0.216
C -0.5583 3.6913 -3.4632 -0.021 0.005 -0.040
C 0.1945 3.7210 -2.2935 -0.222 -0.135 -0.124
C -0.1033 2.8460 -1.2550 0.037 -0.145 0.266
H -2.7027 1.1817 -2.6547 0.015 0.041 0.035
H -2.1938 2.7645 -4.5092 0.036 -0.031 0.100
H -0.3295 4.3764 -4.2723 -0.023 -0.066 0.088
H 1.0127 4.4251 -2.1908 -0.067 -0.078 0.022
H 0.4663 2.8604 -0.3332 -0.023 0.006 -0.037
F -2.4308 -2.5590 -0.8885 0.390 0.130 0.560
C -3.2355 -2.9344 -1.9111 -0.887 -0.410 -1.079
C -4.3905 -3.6481 -1.6396 0.117 0.040 0.320
C -5.2188 -4.0288 -2.6894 0.219 0.134 -0.189
C -4.8761 -3.7002 -3.9979 -0.027 -0.014 0.015
C -3.7101 -2.9870 -4.2576 -0.172 -0.112 0.216
C -2.8869 -2.5964 -3.2074 0.295 0.158 0.153
H -4.6369 -3.9020 -0.6147 -0.016 0.016 -0.036
H -6.1296 -4.5811 -2.4884 0.104 0.047 0.026
H -5.5206 -4.0013 -4.8165 0.070 0.034 0.084
H -3.4423 -2.7353 -5.2775 0.003 0.005 0.116
H -1.9793 -2.0328 -3.3901 -0.025 -0.029 0.016
```
Positions in Å, forces in eV/Å.

The calculation puts the LUMO energy at -3.75 eV. As for the HOMO energy: -11.534 eV. The orbital gap comes out at 7.786 eV. Its total charge is +1.

---

[3]
The following is a quantum chemistry calculation of one molecule with the formula C21H23FN4O, from OMol25.

Structure (XYZ):
```
50
Properties=species:S:1:pos:R:3:forces:R:3
O 5.3261 -2.7373 -1.4907 5.293 -1.888 1.445
F 2.3011 -4.0642 -4.0756 -0.717 0.696 1.126
N -0.6200 2.5599 2.0583 -0.221 -1.091 1.462
C 4.2845 -2.2335 -1.2659 0.638 1.538 -3.227
C -1.3451 1.5193 1.8547 -0.361 1.236 -0.385
C 0.1770 -3.2052 -3.5056 -2.099 -1.286 -1.283
C -1.8896 0.4060 -2.1903 -1.613 0.858 -2.230
C -0.8572 0.0991 -0.1321 0.642 2.088 3.869
C -0.6597 -2.2904 -2.8885 -0.973 1.246 1.312
C -2.6771 1.4800 -1.7352 1.117 -1.193 0.487
C 1.5010 -3.2390 -3.3082 0.327 0.942 0.328
C -1.5647 1.1548 0.4136 -1.861 1.130 -0.276
C -0.9738 -0.2214 -1.4168 1.671 -3.213 -1.369
C -0.1525 -1.3987 -1.9335 1.425 0.888 -0.745
C 2.0620 -2.3585 -2.3632 0.531 -2.213 -0.805
C -2.4761 1.9142 -0.4246 -0.975 -0.127 0.644
C 1.2798 -1.4299 -1.6572 -0.664 0.174 -0.847
N 3.4097 -2.7308 -2.1854 -2.840 2.431 1.388
N -3.3551 2.9776 -0.1037 0.406 0.165 -0.062
N 1.9374 -0.4370 -0.9039 -0.636 0.240 -0.489
C -3.8169 3.3703 1.2271 2.554 0.208 -0.966
C -1.2797 -0.0062 3.9639 -1.379 -0.477 1.833
C -2.2437 1.1109 4.3709 1.686 0.939 -0.346
C -2.1403 0.7092 2.9182 1.085 0.356 -0.294
C 3.0261 0.1687 1.1921 -1.607 1.940 1.074
C 4.2552 -0.9250 -0.5766 0.895 -0.663 2.337
C 2.9421 -0.8146 0.0870 -2.270 -0.928 0.942
H -0.1700 2.9073 1.2096 -0.388 -0.201 -0.012
H -0.2568 -3.9874 -4.1223 0.009 0.263 -0.275
H -1.9306 -0.0433 -3.1965 -0.530 0.819 0.295
H -0.0842 -0.2079 0.5902 -0.504 -0.927 -0.725
H -1.7703 -2.1826 -3.0742 1.502 -0.671 -0.053
H -3.5360 1.9916 -2.1617 0.450 -0.580 -1.022
H 3.9607 -3.0460 -2.9552 -0.340 -0.669 -0.457
H -3.8119 3.4607 -0.8855 0.566 -0.778 0.594
H 1.3654 0.3818 -0.7242 0.338 -0.386 0.166
H -2.8719 3.4105 1.7985 -0.899 0.442 0.446
H -4.2666 4.3594 1.1416 -0.121 -0.241 0.308
H -4.4353 2.6153 1.6336 -1.059 -0.541 0.661
H -0.2438 0.2368 4.1255 0.260 0.033 -0.656
H -1.5939 -0.9494 4.5068 0.449 0.851 -1.491
H -3.0397 0.7328 4.9945 -0.393 0.434 -0.314
H -1.7715 2.0892 4.6303 -0.652 -0.934 -0.133
H -3.0002 0.2234 2.4727 0.245 -0.313 0.043
H 3.4305 1.1447 0.8583 0.047 -0.523 0.125
H 3.5000 -0.1402 2.1011 1.152 -0.543 0.050
H 2.0498 0.4074 1.6513 -0.172 0.009 -0.658
H 5.1077 -0.9231 0.1976 -1.215 -0.191 -1.216
H 4.3863 -0.0437 -1.2055 0.083 -0.438 -0.425
H 2.5320 -1.8154 0.4845 1.118 1.090 -0.175
```
Positions in Å, forces in eV/Å.

The calculation puts the LUMO energy at 0.65 eV. As for the HOMO energy: -7.708 eV. As for the SMILES: [H]/N=C(\c1cc(-c2ccc(F)c3c2N[C@H](C)CC(=O)N3)ccc1NC)C1CC1. For the energy relative to the best compared isomer or geometry (same formula, charge and spin), the calculation gives 4.632 eV. The orbital gap comes out at 8.361 eV. Its total charge is 0.

---

[4]
The following is a quantum chemistry calculation of a 2-piece molecular cluster, C21H23FNO6S overall, from OMol25.

Structure (XYZ):
```
53
Properties=species:S:1:pos:R:3:forces:R:3
C 0.5083 -5.4244 -3.1744 -0.141 -0.284 0.073
C 0.3462 -4.1400 -3.9371 0.003 0.390 0.273
O 0.0373 -3.1080 -2.9860 0.457 -1.491 -0.719
C -0.1063 -1.9034 -3.5972 -1.556 2.568 0.869
C -0.7716 -0.9910 -2.6875 1.151 0.940 -2.247
F -1.6280 -1.6138 -1.8476 -0.984 -0.981 1.931
C -1.2379 0.3227 -3.1051 1.084 -2.531 -0.143
O -1.0149 0.8611 -4.1737 -0.140 0.902 0.165
O -1.9934 0.8397 -2.1096 -0.924 1.388 -0.231
C -2.7398 1.9995 -2.5231 0.406 -0.392 0.086
C -3.4893 2.4947 -1.3197 -0.316 -0.010 0.192
O 0.2328 -1.6651 -4.7417 0.745 -0.642 -0.206
H 0.7977 -6.2142 -3.8665 0.050 -0.142 -0.005
H 1.2796 -5.3424 -2.4043 -0.046 0.022 -0.056
H -0.4357 -5.7188 -2.7032 0.160 0.061 0.026
H 1.2572 -3.8638 -4.4806 -0.197 -0.112 0.023
H -0.4824 -4.2065 -4.6556 0.252 -0.017 0.019
H -2.0449 2.7520 -2.9157 -0.181 -0.126 -0.010
H -3.4322 1.7034 -3.3244 0.207 0.176 0.052
H -3.9650 3.4456 -1.5542 -0.091 0.142 0.003
H -4.2716 1.7832 -1.0364 0.158 0.076 0.073
H -2.8296 2.6296 -0.4612 -0.021 -0.044 -0.070
C -0.0783 5.7269 4.5908 -0.017 0.112 0.035
C -0.2592 4.3768 3.9453 -0.046 -0.391 -0.092
C -0.2982 3.2151 4.7296 0.032 0.124 -0.266
C -0.4880 1.9646 4.1463 -0.062 0.011 -0.224
C -0.6648 1.8671 2.7621 0.308 0.115 0.147
S -1.1830 0.3068 2.0486 0.120 -0.588 -2.271
N 0.1873 -0.2031 1.1950 0.296 -0.197 1.299
C 0.3463 -1.2570 0.4679 -1.266 0.431 0.564
C 1.6888 -1.8346 0.3230 1.242 0.254 -0.371
C 1.9536 -3.0972 -0.2524 -0.476 0.435 0.423
C 3.2480 -3.6142 -0.2430 0.242 0.197 0.168
C 4.3122 -2.8600 0.2751 -0.316 0.056 0.029
C 4.0622 -1.5918 0.8191 -0.173 -0.199 -0.117
C 2.7620 -1.0901 0.8395 0.239 -0.259 0.083
O -1.4475 -0.6179 3.1207 0.380 0.287 -0.067
O -2.2223 0.6124 1.0988 0.084 0.106 0.661
C -0.5702 3.0077 1.9572 -0.076 -0.165 0.129
C -0.3872 4.2530 2.5541 0.074 -0.048 0.298
H -0.0969 6.5175 3.8351 0.000 -0.066 0.142
H -0.8740 5.9286 5.3191 0.112 -0.044 -0.158
H 0.8741 5.7976 5.1317 -0.148 -0.075 -0.138
H -0.1932 3.2989 5.8126 0.016 -0.058 -0.256
H -0.5025 1.0635 4.7569 -0.145 0.181 -0.183
H -0.4872 -1.8000 0.0129 -0.028 0.027 0.107
H 1.1224 -3.6742 -0.6593 0.227 0.180 0.019
H 3.4354 -4.6256 -0.6120 -0.083 0.375 -0.028
H 5.3306 -3.2653 0.2659 -0.435 0.145 0.023
H 4.8731 -1.0048 1.2560 -0.203 -0.181 -0.213
H 2.5373 -0.1228 1.2911 0.129 -0.291 -0.165
H -0.6379 2.9243 0.8735 -0.157 -0.053 0.237
H -0.3595 5.1578 1.9431 0.052 -0.313 0.086
```
Positions in Å, forces in eV/Å.

The calculation puts the LUMO energy at 2.31 eV. As for the HOMO energy: -3.047 eV. The orbital gap comes out at 5.353 eV. Its total charge is -1.